# 1
{
  "formula": "C6H14P",
  "method": "ωB97M-V/def2-TZVPD",
  "de_lowest_kj_mol": 539.32,
  "spin_multiplicity": 1,
  "total_energy_ha": -577.9326,
  "charge": 1,
  "largest_force_ev_per_a": 4.861,
  "homo_lumo_gap_ev": 7.85,
  "symbols": ["P", "C", "C", "C", "C", "C", "C", "H", "H", "H", "H", "H", "H", "H", "H", "H", "H", "H", "H", "H", "H"],
  "xyz": [[-0.4680, 0.7910, 0.6899], [0.4125, 1.3384, 2.2391], [-0.3427, 2.2824, -0.3584], [1.1089, -1.6506, -1.3724], [1.6202, -2.9661, -1.9491], [-2.2980, 0.7538, 0.8149], [0.5933, -1.8224, -0.2047], [-0.2407, 1.0516, 2.9919], [-2.7123, 0.6387, -0.0852], [1.7943, -3.7900, -1.3076], [-2.7204, 1.6007, 1.2085], [-2.6568, 0.1153, 1.4881], [0.9393, -3.3885, -2.7135], [1.4279, 0.8141, 2.2106], [-0.5362, 2.0907, -1.3113], [0.2377, -2.5498, 0.4409], [1.2364, -0.6247, -1.8315], [-1.0637, 3.0060, -0.1169], [0.6250, 2.3203, 2.1863], [0.6609, 2.8660, -0.3642], [2.3823, -2.8769, -2.6553]],
  "atomic_forces_ev_per_a": [[0.553, -0.242, -0.410], [1.149, -4.054, -2.425], [3.601, 1.050, 2.567], [0.618, 0.558, -0.218], [-1.838, -0.047, -1.844], [3.544, 1.082, 1.033], [-0.407, 2.953, -0.786], [-0.594, -0.445, 2.005], [-1.395, -0.851, -3.695], [0.327, -0.323, 1.113], [-0.387, 2.959, 0.762], [-1.141, -3.579, 2.378], [-0.795, 0.429, 0.680], [-1.566, 0.381, 0.483], [-0.737, -1.208, -4.339], [-0.685, -0.797, 1.485], [-0.110, -1.655, 0.267], [-1.175, 0.852, 1.011], [0.246, 3.519, -0.026], [-1.419, -1.387, 0.311], [2.211, 0.804, -0.353]]
}

***

# 2
{
  "formula": "C4H20N3O4S",
  "method": "ωB97M-V/def2-TZVPD",
  "de_lowest_kj_mol": 0.75,
  "spin_multiplicity": 1,
  "total_energy_ha": -1027.8664,
  "charge": -1,
  "largest_force_ev_per_a": 1.708,
  "homo_lumo_gap_ev": 7.26,
  "symbols": ["S", "O", "O", "O", "O", "N", "N", "N", "C", "C", "C", "C", "H", "H", "H", "H", "H", "H", "H", "H", "H", "H", "H", "H", "H", "H", "H", "H", "H", "H", "H", "H"],
  "xyz": [[-0.5375, 1.3055, -2.5401], [-2.9072, -1.7080, 2.0288], [-0.9245, 1.4471, 3.6309], [2.5502, -0.2893, -3.2707], [-1.5052, -1.2805, -2.3260], [-0.3776, -2.0763, 0.4412], [1.1802, -0.4706, 1.2135], [-1.1050, 1.3046, 0.4790], [0.2836, 2.3020, -1.2347], [1.0251, -1.8129, 0.7756], [1.2124, 0.4651, 0.0668], [0.2603, 1.6491, 0.1615], [-0.8652, -1.5130, -3.0201], [2.2336, 0.8600, 0.0474], [0.6167, 2.3697, 0.8910], [-2.6455, -0.7775, 2.0324], [-0.2367, 3.2598, -1.2872], [-0.0145, 1.2679, 3.3890], [-1.1934, -0.3784, -2.0769], [-0.6088, -3.0722, 0.4126], [3.1178, -0.0268, -2.5389], [-1.1526, 0.4517, 1.0455], [1.3061, 2.5181, -1.5553], [0.5948, -0.1872, 1.9816], [1.6798, -1.9699, -0.0733], [-1.3795, 1.8473, 2.8800], [-1.6723, 1.0884, -0.3397], [1.3273, -2.5447, 1.5320], [0.9034, -0.0572, -0.8330], [1.6544, -0.0488, -2.9432], [-0.6056, -1.7522, -0.5050], [-2.2143, -2.1707, 1.5352]],
  "atomic_forces_ev_per_a": [[0.722, 0.919, -0.109], [-0.339, -0.036, 0.227], [-0.336, -0.090, 0.604], [-0.312, -0.010, 0.413], [-0.001, -1.698, -0.191], [-0.534, -0.719, -0.465], [1.076, 0.626, -0.516], [-0.946, -0.629, 1.221], [-0.221, 0.353, -0.684], [-0.894, -0.703, 0.578], [-0.068, 0.107, 1.548], [-0.121, 0.058, -1.234], [-0.370, 0.107, 0.310], [-0.014, 0.011, -0.669], [0.219, 0.233, 0.299], [0.066, -0.370, -0.065], [0.015, 0.059, 0.590], [-0.021, 0.231, -0.311], [-0.070, 0.388, -0.115], [0.424, 0.170, 0.022], [0.039, -0.021, -0.048], [0.200, 0.308, -0.265], [0.123, -0.130, 0.234], [-0.341, -0.296, -0.128], [0.293, 0.053, -0.267], [0.406, -0.083, -0.383], [0.449, 0.262, -0.260], [-0.024, 0.184, 0.165], [0.374, -0.105, -0.247], [0.113, 0.183, -0.438], [-0.086, 0.061, 0.190], [0.180, 0.578, -0.007]]
}

***

# 3
{
  "formula": "C2H3N3OS",
  "method": "ωB97M-V/def2-TZVPD",
  "de_lowest_kj_mol": 489.94,
  "spin_multiplicity": 1,
  "total_energy_ha": -715.5096,
  "charge": 0,
  "largest_force_ev_per_a": 7.964,
  "homo_lumo_gap_ev": 8.50,
  "symbols": ["S", "O", "N", "N", "N", "C", "C", "H", "H", "H"],
  "xyz": [[2.0270, -0.3696, -0.0116], [0.0106, 1.8872, -0.2281], [-1.9184, 0.3772, 0.0125], [-0.5800, 0.6761, 0.1361], [-0.5401, -1.4392, -0.0077], [-1.8335, -0.9317, -0.0160], [0.2015, -0.3776, 0.0067], [-0.9601, 2.3737, 0.7227], [2.0690, 0.8890, 0.5417], [-2.5653, -1.8883, -0.1852]],
  "atomic_forces_ev_per_a": [[-1.758, 0.919, 0.421], [-5.804, 2.303, 4.943], [0.710, -0.055, 0.138], [1.246, 0.439, -1.532], [-0.912, -0.685, -0.307], [-0.029, -4.138, -0.866], [1.589, -1.035, 0.721], [3.948, -0.498, -3.867], [0.122, -0.768, -0.422], [0.887, 3.518, 0.769]]
}

***

# 4
{
  "formula": "C15H22N10NaO4S",
  "method": "ωB97M-V/def2-TZVPD",
  "de_lowest_kj_mol": 0.00,
  "spin_multiplicity": 1,
  "total_energy_ha": -1993.8680,
  "charge": -1,
  "largest_force_ev_per_a": 2.990,
  "homo_lumo_gap_ev": 4.47,
  "symbols": ["S", "Na", "O", "O", "O", "O", "N", "N", "N", "N", "N", "N", "N", "N", "N", "N", "C", "C", "C", "C", "C", "C", "C", "C", "C", "C", "C", "C", "C", "C", "C", "H", "H", "H", "H", "H", "H", "H", "H", "H", "H", "H", "H", "H", "H", "H", "H", "H", "H", "H", "H", "H", "H"],
  "xyz": [[2.9534, 2.2860, -2.7157], [0.2270, 1.7913, -1.1827], [3.2669, 3.7027, -2.3264], [3.9640, 1.7133, -3.5833], [2.7382, 1.4328, -1.5227], [1.5925, 2.3895, -3.3481], [-0.0632, 3.6082, 1.9161], [-1.1519, 1.9774, 0.6476], [1.4268, 5.2966, 1.2715], [-0.3134, -4.5650, 0.0157], [0.3502, -5.4154, 0.8763], [-0.4799, -5.7486, 1.8482], [0.8558, -1.0410, -2.6088], [1.3207, 3.2047, 0.1223], [-1.6358, 2.3593, 2.9107], [0.2405, -3.0822, -1.9385], [2.4452, 5.8894, 0.3710], [-0.9468, 2.5449, 1.7396], [-1.6746, -4.5918, 0.3162], [0.9289, 4.0423, 1.0150], [-3.9640, -4.3601, 0.2219], [0.7699, -1.8450, -1.5543], [-2.9752, -5.5854, 2.1124], [0.0692, -3.0081, -3.3254], [0.4083, -1.7481, -3.7055], [0.4379, -4.3495, -1.2337], [-4.0869, -5.1122, 1.4419], [1.1158, -1.4454, -0.1700], [0.6741, 6.2953, 2.0385], [-1.7409, -5.2927, 1.5184], [-2.7614, -4.0472, -0.3703], [-5.0850, -5.3630, 1.8407], [1.5040, -4.4660, -0.9494], [1.8225, -2.1578, 0.2945], [-0.1807, 4.1480, 2.7994], [2.0099, 6.7663, -0.1245], [0.4378, -1.2481, -4.6682], [-1.8088, 1.1911, 0.7794], [2.1106, 3.4674, -0.4283], [3.3417, 6.1828, 0.9164], [-2.7295, -3.4578, -1.2836], [0.1548, -5.1564, -1.9510], [-2.2193, 1.5107, 2.9734], [-0.2484, -3.8709, -3.8674], [2.7124, 5.2200, -0.4615], [1.3906, 6.8741, 2.6617], [-4.9101, -4.1238, -0.2295], [1.5877, -0.4284, -0.2779], [0.1573, -1.4528, 0.4390], [-1.1242, 2.5784, 3.7374], [-0.0684, 5.7908, 2.7018], [-2.9836, -6.2389, 3.0006], [0.1374, 6.9379, 1.2989]],
  "atomic_forces_ev_per_a": [[-1.880, 1.275, -0.105], [1.211, -0.219, -1.325], [0.617, -0.315, 0.777], [0.498, -0.127, -0.548], [0.250, -0.501, 1.222], [-0.432, -0.453, -0.408], [-0.555, 0.636, 1.109], [-1.019, -1.934, -1.335], [0.441, 0.763, 0.328], [0.104, -1.292, 0.166], [-2.069, 1.222, 1.779], [1.059, -0.084, -1.821], [-0.582, -0.639, 1.349], [-1.146, 1.050, 2.299], [-1.397, -1.328, 0.435], [0.496, 0.052, 0.624], [-0.736, -0.449, -0.368], [0.970, 2.150, 1.184], [1.916, 0.919, -0.695], [0.899, -1.434, -1.457], [-0.545, -0.685, 0.953], [-0.267, 0.245, -1.917], [0.039, -0.138, 0.055], [-0.100, 0.078, 0.226], [0.426, 0.151, 0.560], [-0.007, -0.101, -0.906], [0.045, -0.146, 0.048], [-0.444, 0.315, 0.326], [0.063, -0.525, -0.323], [0.306, -0.209, -0.293], [-0.789, -0.249, 0.475], [0.571, 0.292, -0.414], [-0.709, -0.028, -0.102], [-0.244, 0.388, -0.107], [0.179, -1.042, -1.489], [0.048, 0.068, 0.212], [-0.163, -0.390, 0.125], [0.276, 0.574, -0.092], [0.732, 0.286, -1.000], [-0.047, -0.046, 0.091], [0.320, -0.246, 0.184], [0.289, 0.571, 0.481], [0.688, 0.875, -0.030], [-0.178, -0.263, -0.251], [0.055, -0.021, 0.389], [-0.615, -0.150, -0.418], [-0.085, 0.434, -0.336], [-0.350, -0.891, 0.394], [1.178, 0.248, -0.392], [0.144, -0.157, 0.505], [0.597, 0.946, -0.516], [-0.273, 0.573, -0.472], [0.218, -0.052, 0.821]]
}